(1)
DFT (ωB97M-V/def2-TZVPD) results for C5H7KO3 as an isolated structure.

Geometry as XYZ:
```
16
Properties=species:S:1:pos:R:3:lowdin_spin:R:1
O -2.32169 -0.13078 0.83473 0.0128
C -1.27670 -0.91876 0.76371 0.0007
O -0.16752 -0.32897 0.27724 0.0021
K 1.74907 -0.28686 -1.60838 0.0003
O -1.27978 -2.06019 1.15313 0.0001
C -2.29132 1.23130 0.35950 0.1298
H -1.58179 1.80978 0.97158 0.0110
H -1.94747 1.21826 -0.69315 0.0341
C -3.65756 1.78203 0.45761 0.7290
H -4.50913 1.13494 0.24715 0.0398
H -3.79656 2.86145 0.47452 0.0403
C 3.50768 -2.56711 -0.53326 0.0000
C 3.01739 -2.14692 0.49487 0.0000
H 0.20594 0.23004 1.00627 0.0001
H 3.87266 -3.04055 -1.43195 0.0000
H 2.56185 -1.83521 1.42184 0.0000
```

Results
Energy relative to the best compared isomer or geometry (same formula, charge and spin), eV: 0.310
Frontier orbital gap (spin up / spin down), eV: 7.68 / 10.30
Multiplicity: 2
LUMO (spin up / spin down), eV: -4.00 / -4.01
⟨S²⟩: 0.753
Net charge: +1
Electronic energy, a.u.: -1020.03308



(2)
DFT (ωB97M-V/def2-TZVPD) results for C5H7KO4 as an isolated structure.

Geometry as XYZ:
```
17
Properties=species:S:1:pos:R:3:lowdin_spin:R:1
O -0.50021 0.98293 -2.97855 0.0017
K -2.59694 1.68661 -1.45359 0.0151
C 0.65750 1.28392 -3.26123 -0.0001
C 1.68816 1.56161 -2.23082 0.0005
H 1.74507 0.68297 -1.57196 -0.0002
H 1.02042 1.07384 -4.28537 0.0001
H 1.42015 2.57987 -1.85994 0.0002
H 2.67196 1.62785 -2.72113 0.0000
C 0.95563 0.07025 1.54210 0.1010
C -0.32215 0.31232 1.29653 0.6327
O -1.42323 -0.10287 1.94791 0.1828
C -2.34979 -0.75918 1.23341 0.0159
O -2.85667 -0.31355 0.22718 0.0117
O -2.62463 -1.88647 1.81507 0.0049
H 1.70562 0.82128 1.28989 0.0085
H 1.24221 -0.80261 2.13980 0.0246
H -3.26307 -2.39836 1.29691 0.0009
```

Results
Energy relative to the best compared isomer or geometry (same formula, charge and spin), eV: 0.561
Frontier orbital gap (spin up / spin down), eV: 9.19 / 9.38
Multiplicity: 2
LUMO (spin up / spin down), eV: -3.20 / -4.01
⟨S²⟩: 0.757
Net charge: +1
Electronic energy, a.u.: -1095.33300



(3)
DFT (ωB97M-V/def2-TZVPD) results for C5H7LiO3 as an isolated structure.

Geometry as XYZ:
```
16
Properties=species:S:1:pos:R:3:nbo_charge:R:1
O -0.49812 0.91524 1.09689 -0.4661
C 0.10897 0.87588 2.26886 0.9816
C -1.92157 1.02482 1.26535 -0.1048
O 1.32552 0.48344 2.31872 -0.6705
O -0.73597 0.94608 3.27112 -0.4535
C -2.09175 0.99345 2.78702 -0.1017
H -2.39208 0.18362 0.74849 0.2162
H -2.23228 1.97189 0.81122 0.2004
H -2.60979 0.09691 3.14377 0.2094
H -2.57659 1.88634 3.19239 0.2054
Li 2.36065 0.62511 0.72044 0.8738
C 1.46846 -1.72779 -0.82855 -0.5433
H 0.51709 -1.17370 -0.86674 0.1346
H 1.55624 -2.55595 -1.55322 0.1506
C 2.45923 -1.33947 0.01075 -0.7693
H 3.26375 -2.10330 0.04365 0.1372
```

Results
Frontier orbital gap, eV: 6.30
Multiplicity: 1
LUMO, eV: -0.06
Net charge: 0
Electronic energy, a.u.: -427.89632



One value per record, in order, for molecular weight: 154.2 170.2 122.0 g/mol.